No. 1
The molecule C7H10Br2O. Source: the Open Molecules 2025 dataset; level of theory: the ωB97M-V functional and the def2-TZVPD basis.

Geometry (Å):
C: 0.547 -2.398 -1.320
C: 0.246 -1.034 -0.702
C: 0.749 0.079 -1.590
C: -0.498 -0.776 0.384
Br: -1.022 -2.200 1.529
C: -0.798 0.561 1.111
C: 0.544 1.151 1.486
C: -1.594 1.769 0.552
O: -1.740 2.149 -0.570
Br: -2.331 2.807 2.059
H: 1.208 -2.276 -2.073
H: -0.497 -2.609 -1.650
H: 1.005 -2.920 -0.559
H: 0.178 0.942 -1.688
H: 0.937 -0.158 -2.652
H: 1.584 0.636 -1.297
H: -1.358 0.334 2.172
H: 0.872 0.737 2.329
H: 0.615 2.157 1.736
H: 1.354 1.049 0.743

Results
SMILES string: CC(C)=C(Br)[C@@H](C)C(=O)Br
energy above the lowest of the compared OMol25 structures with the same formula, charge and spin: 11.5 kcal per mole
frontier orbital gap: 9.77 eV

No. 2
The molecule C7H10BrN5O. Source: the Open Molecules 2025 dataset; level of theory: the ωB97M-V functional and the def2-TZVPD basis.

Geometry (Å):
C: 2.205 0.097 0.915
C: 2.868 1.111 4.129
C: 2.105 0.421 2.208
C: 0.983 1.125 2.907
C: -2.187 -0.232 -0.717
C: 0.031 -1.153 -1.300
C: -0.692 0.037 -0.639
N: 3.171 0.488 3.074
N: -0.148 1.654 2.498
N: -0.595 1.241 1.315
N: -0.276 0.189 0.713
N: 1.560 1.632 4.075
O: -0.419 1.354 -1.222
Br: 0.488 2.519 5.433
H: 2.989 0.271 0.206
H: 3.584 1.209 4.971
H: -2.824 0.430 -1.385
H: -2.581 -0.148 0.223
H: -2.161 -1.253 -1.046
H: -0.313 -1.112 -2.359
H: -0.204 -2.136 -0.872
H: 1.117 -1.091 -1.436
H: -1.015 1.986 0.750
H: 0.418 1.572 -0.810

Results
energy above the lowest of the compared OMol25 structures with the same formula, charge and spin: 62.0 kcal per mole
frontier orbital gap (spin up / spin down): 7.15 / 6.26 eV